Entry 1:
{
  "formula": "C21H15ClN4O4",
  "method": "the ωB97M-V functional and the def2-TZVPD basis",
  "e_above_lowest_ev": 0.058,
  "smiles": "O=C(OCc1nnc(-c2ccc(Cl)cc2)o1)c1ccc(=O)n(Cc2ccccc2)n1",
  "homo_lumo_gap_ev": 8.63,
  "charge": 0,
  "homo_ev": -9.00,
  "e_lumo_ev": -0.4,
  "symbols": ["O", "C", "O", "C", "C", "N", "N", "C", "C", "C", "C", "C", "C", "C", "H", "H", "Cl", "H", "H", "O", "H", "H", "C", "N", "N", "C", "O", "C", "C", "H", "H", "C", "C", "C", "C", "C", "C", "C", "H", "H", "H", "H", "H", "H", "H"],
  "xyz": [[0.256, 2.245, 1.793], [0.637, 2.566, 0.700], [0.069, 3.549, -0.032], [-1.067, 4.178, 0.542], [-2.315, 3.437, 0.213], [-3.455, 3.940, -0.132], [-4.302, 2.913, -0.304], [-3.639, 1.820, -0.063], [-4.133, 0.465, -0.123], [-3.298, -0.609, 0.182], [-3.785, -1.900, 0.122], [-5.106, -2.116, -0.243], [-5.947, -1.053, -0.547], [-5.461, 0.237, -0.488], [-6.089, 1.082, -0.717], [-6.972, -1.240, -0.826], [-5.714, -3.727, -0.318], [-3.147, -2.738, 0.356], [-2.274, -0.428, 0.469], [-2.354, 2.092, 0.275], [-0.946, 4.214, 1.634], [-1.128, 5.185, 0.130], [1.784, 1.962, -0.017], [2.457, 1.065, 0.651], [3.483, 0.477, 0.114], [3.967, 0.703, -1.185], [4.931, 0.090, -1.596], [3.214, 1.707, -1.908], [2.147, 2.321, -1.347], [1.571, 3.066, -1.872], [3.546, 1.926, -2.911], [4.117, -0.551, 0.924], [3.452, -1.880, 0.661], [4.100, -2.870, -0.062], [3.463, -4.073, -0.315], [2.175, -4.287, 0.145], [1.521, -3.295, 0.856], [2.156, -2.093, 1.113], [1.650, -1.311, 1.661], [0.515, -3.458, 1.213], [1.679, -5.226, -0.054], [3.973, -4.843, -0.875], [5.099, -2.695, -0.433], [5.172, -0.586, 0.646], [3.996, -0.260, 1.969]],
  "atomic_forces_ev_per_a": [[0.0, 0.1, -0.2], [-0.2, -0.1, 0.7], [0.2, 0.0, -0.4], [-0.1, 0.0, 0.6], [-0.4, 0.4, -0.2], [1.3, 1.0, 0.2], [-0.7, -1.5, 0.0], [-0.3, 1.0, -0.1], [0.1, -0.6, 0.0], [-0.2, 0.2, -0.1], [-0.1, -0.1, 0.0], [0.1, 0.3, 0.0], [0.0, -0.1, 0.0], [0.3, 0.1, 0.1], [-0.1, 0.1, 0.0], [-0.1, 0.0, 0.0], [-0.1, -0.2, 0.0], [0.0, -0.1, 0.0], [0.1, 0.0, 0.0], [0.0, -0.2, 0.0], [0.0, 0.1, -0.3], [0.0, -0.2, 0.1], [0.5, -0.3, -0.2], [-0.9, 0.5, 0.5], [0.2, 0.3, -0.4], [-0.1, 0.2, 0.0], [0.1, -0.1, -0.1], [-0.2, 0.1, 0.0], [0.3, -0.2, -0.1], [0.0, 0.0, -0.1], [0.0, 0.0, -0.1], [0.2, -0.4, 0.2], [0.1, 0.0, 0.0], [0.0, 0.0, 0.1], [0.0, -0.1, 0.0], [0.0, -0.1, 0.0], [-0.1, 0.0, 0.0], [0.0, 0.0, 0.0], [-0.1, 0.1, 0.1], [-0.1, 0.0, 0.0], [0.0, -0.1, 0.0], [0.0, -0.1, 0.0], [0.1, 0.0, 0.0], [-0.2, 0.0, 0.1], [0.1, 0.1, -0.2]],
  "lowdin_charge": [0.136, -0.433, 0.010, -0.063, -0.296, 0.101, 0.104, -0.275, -0.147, -0.006, -0.094, -0.671, -0.091, -0.008, 0.117, 0.107, 0.685, 0.105, 0.120, 0.150, 0.143, 0.145, -0.159, 0.189, -0.032, -0.410, 0.071, 0.051, 0.027, 0.120, 0.122, -0.071, -0.208, -0.034, -0.078, -0.090, -0.083, -0.042, 0.108, 0.099, 0.101, 0.103, 0.114, 0.126, 0.136]
}

Entry 2:
{
  "formula": "C21H15F3N6O4S4Sn",
  "method": "the ωB97M-V functional and the def2-TZVPD basis",
  "e_above_lowest_ev": 0.164,
  "homo_lumo_gap_ev": 7.93,
  "charge": 0,
  "homo_ev": -8.43,
  "e_lumo_ev": -0.5,
  "symbols": ["Sn", "S", "C", "C", "C", "C", "C", "C", "N", "C", "C", "C", "C", "C", "C", "C", "H", "H", "H", "H", "H", "H", "H", "H", "S", "C", "C", "N", "C", "S", "C", "N", "N", "C", "N", "O", "H", "H", "H", "H", "C", "C", "N", "H", "H", "H", "F", "C", "F", "F", "S", "O", "O", "O"],
  "xyz": [[0.309, -0.474, -0.328], [0.912, 1.944, 3.668], [0.251, 3.139, 2.595], [-0.251, 4.403, 2.890], [-0.736, 5.164, 1.844], [-0.720, 4.682, 0.530], [-0.218, 3.431, 0.236], [0.266, 2.654, 1.286], [0.799, 1.379, 1.167], [1.165, 0.895, 2.316], [1.715, -0.467, 2.401], [2.348, -0.919, 3.553], [2.858, -2.207, 3.590], [2.725, -3.029, 2.481], [2.080, -2.571, 1.335], [1.567, -1.279, 1.268], [-0.267, 4.779, 3.903], [-1.135, 6.149, 2.045], [-1.108, 5.302, -0.268], [-0.196, 3.047, -0.775], [2.451, -0.272, 4.417], [3.356, -2.566, 4.482], [3.118, -4.037, 2.508], [1.978, -3.237, 0.491], [-1.950, 1.012, -2.515], [-3.473, 1.647, -3.094], [-3.796, 2.019, -4.425], [-4.049, 2.309, -5.508], [-4.209, 1.675, -1.958], [-3.090, 1.041, -0.777], [-5.546, 2.085, -1.714], [-6.625, 2.410, -1.484], [4.279, 1.009, -1.574], [3.237, 0.147, -1.623], [3.511, -1.137, -1.886], [2.079, 0.587, -1.451], [5.232, 0.719, -1.691], [4.080, 1.958, -1.316], [4.456, -1.471, -1.916], [2.759, -1.817, -1.924], [-3.310, -2.707, 1.325], [-2.375, -1.615, 1.559], [-1.646, -0.741, 1.713], [-2.987, -3.244, 0.435], [-4.308, -2.300, 1.172], [-3.316, -3.378, 2.182], [-1.771, -3.543, -3.689], [-0.517, -3.137, -3.482], [-0.438, -1.833, -3.770], [0.293, -3.797, -4.311], [-0.030, -3.447, -1.733], [-1.129, -2.908, -0.951], [0.202, -4.855, -1.647], [1.170, -2.597, -1.582]],
  "atomic_forces_ev_per_a": [[0.0, 0.5, -0.3], [0.0, 0.0, 0.0], [0.0, 0.1, 0.1], [0.0, 0.0, 0.0], [0.0, 0.0, 0.0], [0.0, 0.0, 0.0], [0.0, 0.0, 0.0], [0.0, -0.1, -0.1], [-0.1, 0.0, 0.1], [0.1, -0.2, -0.1], [-0.1, 0.2, 0.0], [0.0, -0.1, 0.0], [0.0, 0.0, 0.0], [0.0, 0.0, -0.1], [0.1, 0.0, 0.1], [0.1, -0.2, 0.1], [0.0, 0.0, 0.0], [0.0, 0.0, 0.0], [0.0, 0.0, 0.0], [0.0, 0.0, 0.0], [0.0, 0.0, 0.0], [0.0, 0.0, 0.0], [0.0, 0.0, 0.0], [0.0, 0.0, 0.0], [0.0, -0.1, -0.1], [0.0, 0.2, -0.1], [0.0, 0.0, 0.1], [0.0, 0.0, 0.0], [-0.2, 0.0, 0.0], [0.1, 0.0, 0.0], [0.1, 0.0, 0.0], [0.0, 0.0, 0.0], [0.0, 0.0, 0.0], [0.1, 0.1, 0.0], [0.1, 0.0, 0.0], [0.0, -0.4, 0.1], [0.0, 0.0, 0.0], [0.0, 0.0, 0.0], [0.0, 0.0, 0.0], [-0.1, 0.0, 0.0], [0.0, 0.0, 0.0], [0.0, 0.0, 0.0], [0.0, -0.1, 0.1], [0.0, 0.0, 0.0], [0.0, 0.0, 0.0], [0.0, 0.0, 0.0], [0.1, 0.0, 0.0], [0.0, -0.1, 0.0], [-0.1, 0.0, 0.0], [0.0, 0.1, 0.0], [-0.1, 0.0, 0.2], [0.0, -0.1, -0.1], [0.1, 0.0, 0.0], [-0.2, 0.0, -0.1]],
  "lowdin_charge": [1.276, 1.136, -0.452, -0.083, -0.081, -0.071, -0.020, -0.296, -0.016, -0.545, -0.268, -0.052, -0.077, -0.070, -0.099, -0.242, 0.109, 0.105, 0.107, 0.098, 0.096, 0.104, 0.106, 0.082, 0.634, -0.645, -0.214, 0.176, -0.655, 0.674, -0.217, 0.174, 0.180, -0.624, 0.205, -0.142, 0.106, 0.114, 0.116, 0.065, -0.036, -0.262, 0.127, 0.071, 0.090, 0.091, 0.140, -0.666, 0.106, 0.139, 0.481, -0.374, -0.255, -0.450]
}

Entry 3:
{
  "formula": "C21H15N3O4",
  "method": "the ωB97M-V functional and the def2-TZVPD basis",
  "smiles": "O=C(Nc1ccc2oc(-c3cccnc3)nc2c1)c1ccc2c(c1)OCCO2",
  "homo_lumo_gap_ev": 8.20,
  "charge": 0,
  "homo_ev": -8.19,
  "e_lumo_ev": 0.0,
  "symbols": ["O", "C", "N", "C", "C", "C", "N", "C", "C", "C", "C", "C", "N", "C", "H", "H", "H", "H", "O", "C", "C", "C", "H", "H", "H", "H", "C", "C", "C", "C", "C", "C", "H", "H", "O", "C", "C", "H", "O", "H", "H", "H", "H"],
  "xyz": [[-2.095, -2.748, -0.208], [-2.229, -1.551, -0.061], [-1.195, -0.661, 0.036], [0.181, -0.883, -0.045], [1.013, 0.213, 0.151], [2.380, 0.003, 0.064], [3.440, 0.862, 0.204], [4.496, 0.131, 0.022], [5.860, 0.606, 0.074], [6.130, 1.952, 0.328], [7.448, 2.366, 0.368], [8.445, 1.422, 0.154], [8.198, 0.145, -0.087], [6.943, -0.255, -0.127], [6.783, -1.306, -0.326], [9.491, 1.697, 0.175], [7.701, 3.397, 0.561], [5.308, 2.632, 0.485], [4.248, -1.182, -0.235], [2.895, -1.281, -0.212], [2.070, -2.372, -0.407], [0.709, -2.155, -0.321], [0.025, -2.974, -0.463], [2.469, -3.350, -0.618], [0.621, 1.195, 0.362], [-1.448, 0.299, 0.229], [-3.574, -0.918, 0.059], [-3.843, 0.378, -0.366], [-5.120, 0.906, -0.244], [-6.139, 0.143, 0.341], [-5.873, -1.165, 0.731], [-4.609, -1.693, 0.579], [-4.396, -2.709, 0.871], [-6.678, -1.744, 1.153], [-7.396, 0.640, 0.537], [-7.482, 2.041, 0.384], [-6.712, 2.483, -0.859], [-6.773, 3.563, -1.001], [-5.342, 2.174, -0.715], [-7.121, 1.969, -1.739], [-8.543, 2.279, 0.302], [-7.059, 2.538, 1.268], [-3.099, 0.998, -0.843]],
  "atomic_forces_ev_per_a": [[0.0, -0.2, 0.0], [0.0, 0.2, 0.0], [-0.3, 0.4, 0.0], [0.4, -0.2, -0.1], [0.2, -0.2, 0.0], [0.0, -1.2, -0.3], [0.8, 0.4, 0.1], [-1.0, 0.4, 0.1], [0.7, 0.0, 0.0], [0.0, -0.3, -0.1], [-0.1, -0.1, 0.0], [0.0, 0.3, 0.1], [0.5, -0.3, -0.1], [-0.5, 0.0, 0.0], [-0.1, -0.1, 0.0], [0.1, 0.1, 0.0], [0.0, 0.1, 0.0], [-0.1, 0.1, 0.0], [0.6, -0.1, 0.0], [-1.2, 0.7, 0.2], [0.5, 0.2, 0.0], [-0.2, -0.1, 0.0], [0.0, 0.0, 0.0], [0.0, -0.1, 0.0], [-0.1, 0.1, 0.0], [0.0, -0.2, 0.0], [-0.4, 0.0, 0.0], [-0.2, -0.1, 0.1], [-0.1, 0.0, 0.0], [0.2, 0.1, 0.0], [0.0, 0.2, -0.1], [0.2, 0.0, 0.0], [0.0, -0.1, 0.0], [-0.1, -0.1, 0.1], [0.1, -0.4, -0.1], [0.2, 0.5, -0.2], [-0.6, -0.1, 0.2], [-0.1, -0.1, 0.0], [0.3, -0.2, 0.1], [0.0, 0.1, 0.1], [0.1, 0.0, 0.0], [-0.1, -0.1, -0.1], [0.1, 0.1, -0.1]],
  "lowdin_charge": [0.078, -0.414, 0.130, -0.210, 0.053, -0.211, 0.203, -0.277, -0.121, -0.003, -0.052, -0.144, 0.065, -0.079, 0.120, 0.104, 0.103, 0.115, 0.131, -0.194, 0.019, -0.001, 0.099, 0.120, 0.119, 0.128, -0.137, 0.053, -0.190, -0.197, 0.020, -0.013, 0.119, 0.123, -0.019, -0.146, -0.148, 0.133, -0.025, 0.141, 0.133, 0.140, 0.128]
}

Entry 4:
{
  "formula": "C21H16BrS",
  "method": "the ωB97M-V functional and the def2-TZVPD basis",
  "e_above_lowest_ev": 1.483,
  "homo_lumo_gap_ev": 7.97,
  "charge": 1,
  "homo_ev": -11.88,
  "e_lumo_ev": -3.9,
  "symbols": ["Br", "C", "C", "C", "C", "C", "C", "C", "C", "C", "C", "C", "C", "C", "C", "C", "C", "C", "C", "C", "C", "S", "C", "H", "H", "H", "H", "H", "H", "H", "H", "H", "H", "H", "H", "H", "H", "H", "H"],
  "xyz": [[1.506, -2.760, 4.809], [-1.301, 0.320, 1.519], [-1.830, -0.671, 0.696], [-2.500, 1.728, -3.838], [0.921, 3.367, 1.649], [-3.308, 1.348, -2.730], [-1.175, 1.397, -3.840], [1.969, -4.094, 0.895], [1.951, 2.999, 0.698], [1.938, -4.058, 2.285], [-0.211, 2.521, 1.782], [-2.862, 0.639, -1.665], [-0.698, 0.530, -2.868], [1.665, -2.900, 0.131], [1.342, -1.729, 2.154], [1.850, 1.760, 0.113], [1.585, -2.867, 2.871], [-0.201, 1.227, 1.123], [-1.487, 0.208, -1.746], [1.278, -1.657, 0.746], [0.860, 0.874, 0.320], [-0.879, -1.100, -0.668], [0.793, -0.547, -0.207], [-1.868, 0.473, 2.459], [-2.785, -1.139, 0.970], [-2.876, 2.276, -4.738], [1.071, 4.331, 2.231], [-4.381, 1.587, -2.802], [-0.436, 1.723, -4.612], [2.403, -4.872, 0.333], [2.788, 3.597, 0.400], [2.285, -4.864, 2.912], [-1.000, 2.766, 2.426], [-3.568, 0.318, -0.857], [0.265, 0.117, -3.011], [1.914, -2.996, -0.853], [1.117, -0.804, 2.699], [2.491, 1.426, -0.717], [1.375, -0.471, -1.070]],
  "atomic_forces_ev_per_a": [[0.1, 0.0, -1.0], [-1.6, -1.5, -1.8], [0.9, 2.0, 3.4], [-0.7, 0.6, -0.2], [0.6, 0.2, -0.8], [-1.4, 1.1, -2.1], [1.3, -0.1, -0.6], [-0.2, 3.2, -0.3], [-1.9, -0.3, 1.4], [0.2, -0.3, -0.7], [3.0, -0.9, -1.4], [1.5, -1.4, 0.9], [-1.2, 0.1, 1.5], [-0.2, -0.5, 4.0], [-1.4, 2.7, -0.7], [1.7, 0.0, -2.4], [0.2, 0.1, 1.2], [-0.9, 1.8, 2.7], [-0.6, -0.1, -1.5], [1.2, -3.2, -0.6], [-3.2, -1.7, 1.4], [-0.5, 0.7, -1.2], [0.5, 0.7, 2.5], [0.5, 0.3, -0.7], [0.8, -0.3, -0.4], [0.0, -0.4, 1.3], [-0.6, -1.4, -0.9], [0.6, 0.0, 0.2], [-1.1, -0.3, 0.5], [0.2, -1.1, -0.3], [0.2, 0.6, 0.3], [-0.2, -0.3, -0.1], [-1.0, 0.4, 0.8], [1.0, 0.4, -0.8], [0.9, -0.3, 0.2], [0.1, 0.1, -2.9], [0.1, -0.4, 0.0], [0.5, 0.6, 0.6], [0.8, -0.9, -1.8]],
  "lowdin_charge": [0.734, -0.028, -0.292, -0.046, -0.014, -0.071, -0.076, -0.021, -0.020, -0.107, 0.020, -0.063, -0.075, -0.013, -0.092, -0.046, -0.638, -0.174, -0.354, -0.194, -0.220, 1.270, -0.324, 0.141, 0.109, 0.135, 0.132, 0.125, 0.136, 0.097, 0.108, 0.109, 0.094, 0.129, 0.100, 0.077, 0.113, 0.137, 0.102]
}

Entry 5:
{
  "formula": "C21H16CaIN4O6Se",
  "method": "the ωB97M-V functional and the def2-TZVPD basis",
  "e_above_lowest_ev": 0.904,
  "homo_lumo_gap_ev": 7.03,
  "charge": -1,
  "homo_ev": -4.82,
  "e_lumo_ev": 2.2,
  "symbols": ["Ca", "O", "C", "O", "C", "C", "C", "C", "C", "N", "C", "O", "O", "H", "H", "H", "C", "N", "C", "Se", "N", "C", "C", "C", "C", "C", "C", "H", "H", "H", "H", "H", "H", "H", "H", "O", "C", "O", "H", "I", "C", "C", "C", "C", "N", "C", "H", "H", "H", "H"],
  "xyz": [[-0.534, -0.825, 0.515], [1.500, 1.901, -2.261], [1.112, 1.160, -1.355], [-0.079, 0.879, -1.028], [2.207, 0.432, -0.548], [3.556, 0.461, -0.876], [4.423, -0.347, -0.150], [3.939, -1.178, 0.852], [2.579, -1.140, 1.132], [1.782, -0.321, 0.458], [1.885, -2.113, 2.113], [2.613, -2.936, 2.667], [0.629, -1.970, 2.199], [3.886, 1.091, -1.690], [5.480, -0.349, -0.390], [4.567, -1.861, 1.405], [-1.698, 2.487, -3.065], [-1.484, 3.474, -2.027], [-2.162, 3.539, -0.857], [-3.669, 2.675, -0.314], [-1.524, 4.474, -0.097], [-0.440, 5.006, -0.770], [0.494, 5.973, -0.438], [1.456, 6.275, -1.391], [1.480, 5.629, -2.627], [0.546, 4.659, -2.955], [-0.416, 4.361, -2.008], [-2.528, 1.857, -2.756], [-0.793, 1.888, -3.159], [-1.940, 2.985, -4.005], [-1.819, 4.651, 0.847], [0.478, 6.466, 0.525], [2.208, 7.020, -1.167], [2.255, 5.878, -3.339], [0.587, 4.127, -3.894], [-2.479, -0.236, 1.606], [-3.123, -0.992, 0.843], [-2.604, -1.789, 0.014], [-4.229, -0.960, 0.895], [-0.126, -6.342, 1.889], [0.701, -5.039, 0.499], [1.999, -5.202, 0.047], [2.502, -4.276, -0.854], [1.696, -3.219, -1.243], [0.447, -3.060, -0.808], [-0.039, -3.959, 0.043], [2.608, -6.020, 0.405], [3.515, -4.350, -1.224], [2.071, -2.456, -1.917], [-1.059, -3.796, 0.377]],
  "atomic_forces_ev_per_a": [[-0.1, 0.0, -0.1], [-0.1, 0.0, -0.1], [0.3, -0.1, 0.0], [0.1, -0.1, 0.2], [0.2, 0.0, 0.1], [-0.1, 0.0, 0.0], [0.1, 0.0, 0.0], [-0.1, 0.0, 0.0], [0.2, 0.0, -0.1], [-0.3, -0.2, -0.1], [0.2, 0.2, 0.0], [0.0, 0.0, 0.0], [0.0, 0.0, -0.2], [0.0, 0.0, 0.0], [0.0, 0.0, 0.0], [0.0, 0.0, 0.0], [0.0, 0.0, -0.1], [0.1, -0.1, 0.0], [0.0, 0.1, 0.1], [0.0, -0.1, -0.1], [0.0, 0.0, 0.0], [0.0, 0.0, -0.1], [0.0, 0.0, 0.0], [0.0, 0.0, 0.0], [0.0, 0.0, 0.0], [0.0, 0.0, 0.0], [0.0, 0.1, 0.1], [0.0, 0.0, 0.0], [0.0, 0.0, 0.0], [0.0, 0.0, 0.0], [0.0, 0.1, 0.0], [0.0, 0.0, 0.0], [0.0, 0.0, 0.0], [0.0, 0.0, 0.0], [0.0, 0.0, 0.0], [-0.1, 0.0, 0.1], [-0.4, -0.1, 0.0], [-0.1, -0.1, 0.0], [0.1, 0.0, 0.0], [0.0, 0.0, 0.0], [0.1, 0.1, -0.1], [0.0, 0.0, 0.0], [0.0, 0.0, 0.0], [0.0, 0.0, 0.0], [0.0, 0.2, 0.2], [-0.2, -0.1, 0.0], [0.0, 0.0, 0.0], [0.0, 0.0, 0.0], [0.0, 0.0, 0.0], [0.0, 0.0, 0.0]],
  "lowdin_charge": [1.471, 0.013, -0.611, -0.148, -0.181, -0.006, -0.055, -0.009, -0.190, 0.041, -0.647, 0.008, -0.154, 0.110, 0.100, 0.112, -0.032, -0.062, -0.802, 0.580, 0.102, -0.182, -0.026, -0.107, -0.096, -0.016, -0.167, 0.052, 0.075, 0.092, 0.138, 0.105, 0.093, 0.096, 0.114, -0.200, -0.596, -0.195, 0.123, 0.877, -0.718, -0.132, -0.057, -0.141, 0.045, -0.226, 0.099, 0.105, 0.114, 0.091]
}